1.
ORCA calculation (the ωB97M-V functional and the def2-TZVPD basis) on C5H8O2 in the gas phase.

- total energy (eV) = -9407.6607
- gap between HOMO and LUMO (eV) = 10.244
- SMILES = C1CO[C@@H]2C[C@@H]2O1
- E_LUMO (eV) = 1.08
- maximum force (eV/Å) = 0.301
- HOMO level (eV) = -9.160
- energy above the lowest of the compared OMol25 structures with the same formula, charge and spin (kcal/mol) = 50.1

CARTESIAN COORDINATES (ANGSTROEM)
C: -1.70 -0.03 0.87
C: -1.10 0.06 -0.51
O: -0.28 1.13 -0.86
C: 1.10 1.06 -0.53
C: 1.53 -0.31 -0.05
O: 0.67 -0.74 0.99
C: -0.61 -0.97 0.46
H: -1.43 0.75 1.57
H: -2.71 -0.42 0.97
H: -1.71 -0.28 -1.35
H: 1.30 1.79 0.26
H: 1.67 1.35 -1.42
H: 1.53 -1.04 -0.87
H: 2.54 -0.26 0.37
H: -0.83 -2.02 0.29

2.
ORCA calculation (the ωB97M-V functional and the def2-TZVPD basis) on C7H8 in the gas phase in a non-equilibrium geometry.

- total energy (eV) = -7388.5457
- gap between HOMO and LUMO (eV) = 10.113
- SMILES = Cc1ccccc1
- E_LUMO (eV) = 1.11
- maximum force (eV/Å) = 1.466
- HOMO level (eV) = -9.003
- energy above the lowest of the compared OMol25 structures with the same formula, charge and spin (kcal/mol) = 4.6

CARTESIAN COORDINATES (ANGSTROEM)
C: -0.69 1.39 -1.51
C: -0.22 0.40 -0.49
C: -0.99 0.21 0.66
C: -0.53 -0.67 1.63
C: 0.70 -1.30 1.47
C: 1.46 -1.09 0.33
C: 0.98 -0.27 -0.68
H: -1.06 0.90 -2.43
H: -1.55 2.02 -1.26
H: 0.10 2.03 -1.88
H: -1.92 0.73 0.78
H: -1.19 -0.82 2.48
H: 1.11 -1.84 2.31
H: 2.31 -1.74 0.17
H: 1.49 0.05 -1.58

3.
ORCA calculation (the ωB97M-V functional and the def2-TZVPD basis) on C3H2Cl2O in the gas phase in a non-equilibrium geometry.

- total energy (eV) = -30229.6176
- gap between HOMO and LUMO (eV) = 8.215
- E_LUMO (eV) = -1.24
- maximum force (eV/Å) = 3.073
- HOMO level (eV) = -9.451
- energy above the lowest of the compared OMol25 structures with the same formula, charge and spin (kcal/mol) = 130.9

CARTESIAN COORDINATES (ANGSTROEM)
C: -1.22 -1.15 -0.03
C: 1.71 0.11 0.51
C: -0.53 0.30 -0.09
O: 0.83 0.08 -0.53
Cl: -2.87 -1.01 -0.01
Cl: 3.33 -0.19 -0.04
H: -0.83 1.14 -0.75
H: -0.42 0.73 0.94

Which of these has the highest energy above the lowest of the compared OMol25 structures with the same formula, charge and spin?
C3H2Cl2O